C38H29Br2F4GeN5OSeSiSn | the ωB97M-V functional and the def2-TZVPD basis

Geometry as XYZ:
```
83
Properties=species:S:1:pos:R:3:forces:R:3:mulliken_charge:R:1
Sn -0.49796 0.07281 0.52435 0.0949 -0.1207 -0.0010 1.2030
Br 2.34847 0.17107 -3.80354 -0.0032 -0.0166 0.0018 -0.0904
C 2.53519 1.36241 -2.36603 0.0849 0.1076 -0.0760 -0.0201
C 2.94811 2.68628 -2.63669 -0.0248 -0.0562 0.0292 -0.3870
C 3.12124 3.57238 -1.61924 0.0101 -0.0019 0.0303 -0.0392
Br 3.70970 5.32158 -2.02289 0.0040 0.0167 -0.0071 -0.2163
C 2.85962 3.20218 -0.27420 -0.0068 0.0417 0.0394 1.2636
C 3.00410 4.05467 0.84343 0.0315 0.0002 -0.0666 -0.9628
C 2.70116 3.59023 2.09004 -0.0110 -0.0549 0.0473 -0.7903
C 2.20995 2.27687 2.22771 0.0495 0.0630 0.0297 -0.9833
N 2.05504 1.45586 1.21809 0.0058 0.0731 -0.0498 0.0584
C 2.41104 1.88856 -0.02304 -0.0668 -0.0705 -0.0532 0.2551
C 2.29729 0.94699 -1.08739 -0.0773 -0.0707 0.1564 -0.2764
O 1.90535 -0.31850 -0.80630 0.1114 -0.0576 -0.1351 -0.2844
H 3.13548 2.97934 -3.65940 -0.0007 -0.0062 -0.0056 0.5227
H 3.35827 5.06575 0.69613 -0.0025 -0.0019 0.0013 0.3806
H 2.81477 4.21583 2.96417 -0.0071 -0.0068 0.0045 0.4866
H 1.92255 1.90478 3.20516 0.0184 -0.0051 -0.0096 0.6090
C 1.88339 -5.57329 -1.70287 -0.0178 -0.0280 0.0437 -0.4512
C 2.32950 -4.53967 -2.51478 -0.0251 0.0670 -0.0149 -0.7455
C 2.59140 -3.29408 -1.96711 0.0310 -0.0461 0.0070 0.0762
C 2.42228 -3.06834 -0.59870 -0.0254 -0.1048 0.0145 0.4788
C 1.97190 -4.11923 0.20428 -0.0482 0.0137 -0.0347 -0.4446
C 1.70262 -5.36500 -0.34327 -0.0015 -0.0006 -0.0303 -0.6218
Si 2.75222 -1.43630 0.18059 -0.2019 0.0921 -0.0538 0.1226
C 4.49429 -0.82451 0.23843 0.0928 0.1083 -0.0326 0.7843
C 5.08459 -0.44669 1.44483 0.0333 -0.0007 -0.0190 -0.3152
C 6.37351 0.06919 1.47449 -0.0197 0.0029 -0.0099 -0.6755
C 7.08173 0.22576 0.29208 0.0026 0.0019 -0.0048 -0.4551
C 6.50646 -0.13750 -0.91923 -0.0104 -0.0015 0.0029 -0.7849
C 5.22316 -0.66041 -0.94432 0.0328 -0.0208 0.0356 -0.0325
H 1.66140 -6.54114 -2.13360 0.0048 -0.0022 -0.0012 0.3917
H 2.45274 -4.69919 -3.57815 0.0101 -0.0076 -0.0005 0.4110
H 2.91147 -2.48613 -2.61431 0.0015 -0.0114 -0.0056 0.1215
H 1.79874 -3.95782 1.26252 0.0133 0.0094 0.0035 0.3118
H 1.33578 -6.16601 0.28500 -0.0009 0.0018 0.0015 0.4151
H 2.16643 -1.42828 1.53831 0.0003 -0.0027 0.0061 -0.2423
H 4.53229 -0.55315 2.37216 -0.0086 -0.0109 -0.0015 0.4013
H 6.82333 0.35076 2.41781 0.0015 0.0025 0.0023 0.4063
H 8.08491 0.63173 0.31276 0.0026 -0.0011 -0.0003 0.4049
H 7.05918 -0.01528 -1.84168 0.0050 0.0026 -0.0001 0.4261
H 4.78621 -0.94419 -1.89694 0.0057 0.0042 0.0030 0.2208
C -4.04172 -0.33359 1.48416 0.0727 -0.0599 0.0255 -0.6709
Ge -4.41538 1.46553 2.11528 -0.0271 -0.0177 -0.1020 0.6338
C -5.97104 1.44640 3.28614 -0.0581 -0.0136 0.0418 -1.2587
C -4.71549 2.68303 0.63078 0.0303 0.0547 -0.0379 -0.9757
C -2.94372 2.04684 3.30302 0.0299 0.0309 0.0868 -0.9924
Se -1.09242 2.06436 2.70127 -0.0651 -0.0591 -0.0419 0.0008
C -1.13052 3.58263 1.49073 -0.0178 0.0471 0.0070 -0.4346
H -4.92692 -0.72408 0.98409 -0.0503 -0.0243 0.0046 0.3757
H -3.78577 -1.00726 2.30343 0.0121 -0.0015 -0.0461 0.4527
H -3.23126 -0.35907 0.75174 -0.0442 0.0235 -0.0297 -0.4116
H -6.84615 1.10808 2.73086 -0.0071 0.0044 0.0080 0.3610
H -6.17734 2.44422 3.67400 -0.0103 -0.0029 0.0099 0.3687
H -5.81842 0.76951 4.12697 -0.0109 0.0031 0.0078 0.3809
H -5.57664 2.33252 0.06029 -0.0093 0.0079 -0.0004 0.3502
H -3.86317 2.70997 -0.04607 -0.0181 0.0176 0.0077 0.1165
H -4.92823 3.69216 0.98499 0.0134 0.0075 -0.0135 0.3769
H -2.92271 1.36566 4.15622 -0.0204 0.0028 0.0019 0.4163
H -3.14373 3.04239 3.70349 0.0562 0.0088 -0.0113 0.4632
H -1.87838 3.42915 0.72100 -0.0143 -0.0140 -0.0016 0.0865
H -0.14605 3.65188 1.03017 0.0006 -0.0013 0.0062 0.0808
H -1.33069 4.48214 2.06718 0.0053 -0.0025 0.0169 0.4314
F -0.79096 -3.02637 -1.91322 0.0911 -0.0367 -0.0081 -0.1632
C -2.00837 -2.47145 -1.94991 -0.0096 0.0605 0.0053 0.2395
C -2.16558 -1.30860 -2.68011 -0.0014 -0.0290 0.0623 -0.0240
F -1.08602 -0.80575 -3.29622 0.0271 0.0080 -0.0145 -0.3207
C -3.33823 -0.56559 -2.61573 -0.0077 0.1433 0.0066 0.6272
C -4.41094 -1.16532 -1.96610 -0.0918 -0.0833 0.0433 0.2658
C -4.25622 -2.33240 -1.23933 -0.0532 0.0355 -0.0951 -0.1712
F -5.27038 -2.73720 -0.46940 -0.0097 -0.0212 0.0088 -0.4321
C -3.01518 -2.94841 -1.11679 0.0112 -0.0627 0.1294 0.8635
C -2.62574 -3.70373 0.10083 0.1209 -0.0061 -0.1455 -0.0697
C -1.73621 -2.93544 0.80592 -0.1514 0.0337 0.1314 0.5976
N -1.03161 -2.11452 1.27614 0.0368 -0.1189 0.1237 -0.7800
C -3.22269 -4.87938 0.59840 0.0246 0.0900 0.0143 -0.0091
N -3.71128 -5.84239 1.00595 0.0050 -0.0225 -0.0141 -0.6274
F -5.56558 -0.49909 -1.84868 0.0407 0.0166 0.0144 -0.4129
C -3.23815 0.91548 -2.75207 0.1540 -0.1142 -0.1145 -0.0483
C -2.35821 1.34440 -1.80367 -0.1781 0.0600 0.0519 0.5133
N -1.62032 1.51065 -0.89367 0.0078 0.1353 -0.0665 -0.5247
C -3.96607 1.75637 -3.61808 0.0344 0.0000 0.0940 -0.0069
N -4.56545 2.44596 -4.32261 -0.0065 -0.0008 -0.0135 -0.6006
```
Forces are in eV/Å.

Properties
LUMO, hartree: -0.0493
Energy above the lowest of the compared OMol25 structures with the same formula, charge and spin, eV: 1.114
Frontier orbital gap, eV: 6.184
Total energy, eV: -335898.885